Entry 1:
93
Properties=species:S:1:pos:R:3:forces:R:3:lowdin_charge:R:1 method="wB97M-V/def2-TZVPD" charge=+2 e_lumo_ha="-0.210 / -0.215" orbital_gap_ha="0.237 / 0.242"
W 0.632973 -0.629128 0.178360 -3.03 -1.34 0.40 1.43
N 0.372098 -3.729430 1.422139 -0.03 -0.24 0.11 -0.01
N -0.477631 -2.612943 1.112188 -0.38 0.02 -0.19 -0.13
H -0.139253 -4.612196 1.411427 -0.06 0.31 0.11 0.10
H 0.781515 -3.612986 2.345456 -0.14 0.09 -0.22 0.07
H -1.135060 -2.388490 1.876417 0.36 0.01 -0.44 0.10
H -1.053465 -2.920968 0.320061 0.20 0.16 0.35 0.06
C 1.148792 -0.747723 5.421121 -0.47 -0.28 0.48 0.00
N 2.124177 -0.694322 4.343863 -0.08 -0.04 -0.09 -0.16
C 3.518288 -0.518936 4.707355 0.69 0.34 0.09 0.00
C 1.744953 -0.725382 3.117458 -0.87 -0.06 -1.92 -0.18
N 1.331819 -0.747246 2.008287 1.51 -0.06 2.82 -0.01
H 1.198942 0.168540 6.012904 0.05 -0.03 -0.10 0.11
H 1.358131 -1.598715 6.071686 0.00 0.04 -0.04 0.11
H 0.144709 -0.847376 5.012007 0.06 0.00 0.01 0.10
H 3.650978 0.422501 5.243015 -0.03 -0.02 -0.02 0.11
H 4.133042 -0.503568 3.810131 0.00 -0.03 0.03 0.10
H 3.840344 -1.336661 5.353857 -0.09 -0.01 -0.09 0.11
N 2.054493 3.263749 -1.193418 -0.14 -0.89 -0.27 0.18
C 1.673777 1.984550 -1.402465 0.02 0.22 0.26 -0.11
N 1.285865 1.375605 -0.281035 0.23 0.56 -0.51 -0.07
C 1.416194 2.336459 0.716136 0.32 0.72 0.11 -0.23
C 1.121133 2.275586 2.075891 0.06 0.12 0.10 -0.05
C 1.433161 3.384530 2.836869 0.03 -0.29 -0.03 -0.07
C 1.993092 4.534676 2.275033 0.01 0.11 -0.18 -0.06
C 2.222895 4.639340 0.919292 -0.03 -0.05 0.01 0.01
C 1.925043 3.523310 0.147101 -0.29 -0.40 0.92 -0.18
H 2.365209 3.911517 -1.902359 0.02 -0.14 0.00 0.18
H 1.744329 1.522603 -2.370439 -0.14 -0.08 -0.11 0.14
H 0.630674 1.410497 2.505989 0.08 0.29 -0.07 0.08
H 1.247376 3.361195 3.897891 -0.09 0.04 0.17 0.11
H 2.230385 5.369330 2.912907 0.03 0.13 0.09 0.12
H 2.622464 5.541536 0.485178 0.06 0.11 -0.06 0.12
N -1.183572 -0.018017 0.597451 2.34 -0.48 -0.54 -0.34
P -2.027175 0.930022 -0.338897 -1.03 1.19 -1.20 0.83
C -3.817380 0.821594 -0.080528 0.55 -0.19 0.15 -0.30
C -4.335803 -0.400392 0.330626 0.18 0.02 -0.01 -0.08
C -5.700573 -0.558102 0.474177 -0.05 -0.15 0.01 -0.06
C -6.548950 0.505215 0.210520 0.05 0.03 0.00 -0.05
C -6.033539 1.730317 -0.185955 -0.11 -0.04 -0.04 -0.05
C -4.668026 1.891866 -0.337342 0.15 0.12 -0.02 -0.08
C -1.654117 2.697803 -0.147226 -0.07 -0.57 0.13 -0.32
C -1.731570 3.175138 1.157368 -0.01 0.03 -0.08 -0.10
C -1.487169 4.508779 1.418067 -0.12 0.08 0.05 -0.06
C -1.199264 5.371389 0.370145 -0.03 0.04 -0.05 -0.06
C -1.144454 4.899892 -0.932690 0.07 0.13 -0.04 -0.07
C -1.353386 3.556899 -1.194913 -0.11 -0.17 -0.08 -0.09
C -1.772976 0.560696 -2.122574 0.20 -0.16 0.59 -0.28
C -2.768200 0.707868 -3.082815 0.10 0.03 0.08 -0.05
C -2.535390 0.287077 -4.383502 0.02 0.02 -0.05 -0.04
C -1.310086 -0.259858 -4.737576 0.06 0.08 0.15 -0.04
C -0.312458 -0.413334 -3.784419 0.29 0.07 0.12 -0.06
C -0.559203 -0.008735 -2.485030 -0.31 0.17 0.40 -0.18
H -3.647075 -1.208362 0.539665 -0.07 -0.14 0.04 0.09
H -6.102320 -1.509916 0.785945 -0.06 -0.07 0.04 0.11
H -7.614195 0.379796 0.316006 -0.14 0.00 0.03 0.12
H -6.703369 2.554121 -0.379552 -0.02 0.09 -0.03 0.12
H -4.266603 2.847095 -0.649653 0.00 0.05 0.02 0.11
H -1.984376 2.485476 1.952231 0.00 0.04 0.14 0.12
H -1.547128 4.883143 2.429242 0.01 0.04 0.07 0.12
H -1.037473 6.420236 0.566422 0.02 0.10 0.03 0.12
H -0.953298 5.580423 -1.750476 0.04 0.06 -0.02 0.11
H -1.312496 3.186315 -2.210950 -0.01 -0.01 -0.06 0.11
H -3.718508 1.136871 -2.804870 -0.16 -0.01 -0.03 0.11
H -3.315632 0.372182 -5.124291 -0.07 0.06 -0.05 0.12
H -1.131226 -0.581626 -5.751060 -0.01 -0.06 -0.11 0.12
H 0.633116 -0.870692 -4.044558 0.01 -0.06 -0.02 0.12
H 0.198936 -0.192916 -1.676127 -0.40 0.35 -1.71 0.00
C 3.641724 -0.528119 -0.205797 -0.57 -0.48 0.04 -0.18
Si 3.006839 -2.315160 -0.603928 1.88 -0.21 0.14 0.47
C 3.353828 -3.374565 0.954043 -0.13 0.33 -0.72 -0.17
C 4.131706 -2.905109 -2.026616 -0.63 0.12 0.43 -0.16
N 1.303881 -2.124274 -0.998964 0.77 1.58 1.23 -0.24
C 0.524970 -3.026279 -1.692087 -1.30 -0.76 -0.44 -0.36
C 1.040228 -4.183822 -2.285205 0.12 0.40 0.27 -0.02
C 0.234499 -5.043437 -3.002795 -0.14 -0.06 -0.11 -0.05
C -1.117862 -4.780172 -3.162321 0.12 -0.04 0.01 -0.07
C -1.655831 -3.652869 -2.569065 -0.08 -0.06 0.08 -0.06
C -0.861318 -2.799744 -1.827290 0.13 -0.02 0.00 -0.11
H 4.706577 -0.629788 -0.012700 0.18 -0.26 0.10 0.05
H 3.219936 -0.050782 0.684407 0.17 0.10 -0.15 -0.01
H 3.557610 0.151265 -1.051673 -0.03 -0.02 -0.05 0.02
H 4.416708 -3.586424 1.027040 0.26 0.06 -0.10 0.04
H 2.833416 -4.326231 0.921561 -0.07 -0.09 -0.08 0.02
H 3.060103 -2.869353 1.871315 -0.07 0.08 0.05 -0.01
H 5.125769 -2.476679 -1.932951 0.10 0.16 0.15 0.04
H 3.750441 -2.639347 -3.008344 -0.11 0.07 -0.14 0.04
H 4.254912 -3.983336 -2.002526 -0.01 -0.21 0.00 0.03
H 2.087383 -4.399603 -2.172961 0.22 -0.14 -0.05 0.08
H 0.671447 -5.922213 -3.450329 0.04 -0.11 -0.03 0.12
H -1.743729 -5.448016 -3.727700 -0.08 -0.12 -0.13 0.11
H -2.705508 -3.425319 -2.682798 -0.12 -0.02 0.01 0.11
H -1.334234 -1.928346 -1.375483 0.17 -0.29 -0.14 0.07

Entry 2:
92
Properties=species:S:1:pos:R:3:forces:R:3:lowdin_charge:R:1 method="wB97M-V/def2-TZVPD" e_lumo_ha=0.011 orbital_gap_ha=0.351
C -3.889873 -0.221922 -1.974154 0.14 0.16 0.16 -0.05
C -2.437181 0.192011 -1.820794 -0.16 0.14 0.03 -0.21
O -1.682818 -0.927300 -1.307317 0.02 0.11 -0.05 -0.04
C -0.456117 -1.116969 -1.877637 0.11 -0.68 -0.76 -0.47
O -0.314482 -1.914860 -2.774463 -0.07 0.57 0.70 0.12
C 0.699801 -0.314389 -1.319623 -0.21 0.16 0.34 -0.08
C 0.474417 0.331993 0.056592 0.11 0.12 -0.02 -0.15
C 0.155970 1.858450 0.022444 0.01 -0.36 -0.09 -0.04
B 0.918467 2.551680 1.187448 -0.53 0.56 -0.38 -0.53
O 2.212494 3.041550 1.005579 0.08 -0.41 0.40 0.26
B 2.887354 3.597544 2.071158 -0.15 0.46 0.02 -0.32
O 2.196118 3.837593 3.246196 0.47 -0.85 -0.03 0.24
B 1.232864 2.847524 3.446825 -0.53 0.60 0.15 -0.52
C 1.320269 1.938933 4.716721 -0.50 -0.01 0.11 -0.13
N 0.246254 0.932091 4.803574 0.29 0.06 -0.09 0.00
O 0.307460 2.658965 2.430734 1.02 -0.52 0.05 0.28
H -3.941812 -1.223661 -2.398285 -0.08 0.06 -0.05 0.08
H -4.379971 -0.208093 -0.997855 -0.01 -0.17 -0.10 0.07
H -4.418611 0.485543 -2.617791 0.03 -0.06 0.02 0.07
H -2.014051 0.522254 -2.773874 0.00 -0.16 -0.02 0.13
H -2.357989 1.022913 -1.116043 0.04 0.00 -0.04 0.10
H 0.937527 0.440509 -2.076224 0.05 -0.04 0.04 0.13
H 1.558504 -0.977937 -1.268742 0.03 -0.15 -0.25 0.10
H 1.376305 0.153316 0.651522 0.00 0.00 -0.06 0.11
H -0.330541 -0.191441 0.571615 0.05 0.02 0.05 0.12
H 0.456400 2.262770 -0.947510 -0.04 0.08 0.08 0.12
H -0.916920 1.994270 0.153882 0.00 0.15 -0.13 0.08
H 4.052969 3.822669 2.028845 -0.06 0.17 -0.21 0.12
H 1.402513 2.571529 5.611282 0.17 -0.07 0.02 0.11
H 2.282061 1.417219 4.636263 0.01 0.08 0.02 0.13
H 0.571579 0.121317 5.310340 -0.09 0.00 0.13 0.06
H -0.548849 1.305076 5.302475 -0.08 -0.03 -0.03 0.07
C 5.459436 -4.041350 -1.199676 0.01 0.00 0.00 -0.10
C 4.942918 -4.626343 -2.347682 -0.01 -0.01 -0.01 -0.10
C 3.590220 -4.512465 -2.638803 0.04 0.03 -0.01 -0.10
C 2.753147 -3.808158 -1.785108 -0.08 0.00 0.00 -0.08
C 3.271067 -3.222353 -0.638628 0.02 0.01 0.02 -0.10
C 4.622651 -3.339541 -0.343845 0.00 0.01 0.00 -0.10
H 6.513768 -4.131955 -0.972667 0.01 0.00 0.00 0.10
H 5.597035 -5.171973 -3.016609 0.01 0.00 0.00 0.10
H 3.185974 -4.971983 -3.531160 -0.02 0.00 -0.01 0.09
H 1.698991 -3.714579 -2.014984 0.01 0.02 -0.02 0.10
H 2.618879 -2.673612 0.029958 0.00 -0.02 0.03 0.09
H 5.024148 -2.884388 0.552515 0.00 0.00 0.00 0.10
C -7.557692 3.722579 -5.637080 0.00 0.00 0.00 -0.10
C -8.240268 2.520738 -5.763548 0.00 0.00 0.00 -0.10
C -7.546512 1.319811 -5.715031 0.00 0.00 0.01 -0.10
C -6.170174 1.321132 -5.537073 0.02 -0.02 0.02 -0.10
C -5.487709 2.522847 -5.409133 0.01 0.00 0.01 -0.10
C -6.181203 3.723893 -5.460548 0.00 0.01 0.00 -0.10
H -8.098926 4.658927 -5.676091 0.00 0.01 0.00 0.10
H -9.313926 2.520127 -5.899415 -0.01 0.00 -0.01 0.10
H -8.078200 0.382666 -5.816080 0.00 -0.01 0.00 0.10
H -5.628929 0.384456 -5.497092 0.00 -0.01 -0.01 0.10
H -4.414189 2.523427 -5.269610 0.01 0.00 -0.01 0.10
H -5.648725 4.661095 -5.363696 0.00 0.01 0.01 0.10
C 3.678792 4.308659 6.674119 -0.03 0.02 -0.06 -0.10
C 3.335137 5.198595 7.682373 0.00 -0.01 0.01 -0.09
C 3.901643 5.071920 8.943150 0.00 0.00 0.00 -0.10
C 4.814921 4.057680 9.194926 0.00 0.00 0.00 -0.10
C 5.160118 3.168448 8.186764 0.00 -0.01 0.00 -0.10
C 4.590578 3.293103 6.927294 -0.01 -0.01 0.00 -0.09
H 3.238001 4.407413 5.689509 0.02 0.00 -0.01 0.09
H 2.625864 5.991888 7.484681 -0.01 0.01 0.00 0.10
H 3.631601 5.764156 9.730036 0.00 0.01 0.00 0.10
H 5.258565 3.960701 10.177258 0.00 0.00 0.01 0.10
H 5.874151 2.379076 8.382756 0.00 -0.01 0.00 0.10
H 4.858821 2.598843 6.140855 0.01 0.00 -0.01 0.10
C 2.654529 -8.798270 -5.425293 0.00 0.00 -0.01 -0.10
C 2.130293 -9.951358 -4.858466 0.00 0.00 0.00 -0.10
C 2.288947 -10.191230 -3.500696 0.00 0.00 0.00 -0.10
C 2.968416 -9.276201 -2.708780 -0.01 -0.01 -0.01 -0.09
C 3.490770 -8.121623 -3.274574 0.03 -0.01 0.01 -0.09
C 3.335748 -7.884643 -4.633242 0.00 0.00 0.00 -0.10
H 2.532076 -8.611563 -6.484274 0.00 0.00 -0.01 0.10
H 1.597128 -10.663153 -5.475192 0.00 -0.01 -0.01 0.10
H 1.882254 -11.091948 -3.059446 -0.01 0.00 0.00 0.10
H 3.089582 -9.461501 -1.649437 0.00 0.00 0.01 0.10
H 4.017579 -7.406774 -2.656399 -0.01 0.01 0.02 0.09
H 3.746819 -6.986417 -5.077242 0.00 0.01 0.00 0.10
C -4.786233 4.712512 1.173012 0.01 0.00 -0.01 -0.10
C -5.444884 3.499023 1.030728 -0.01 0.00 0.00 -0.10
C -4.760041 2.309156 1.236867 0.01 0.00 -0.01 -0.10
C -3.417119 2.334272 1.587776 0.02 -0.04 -0.01 -0.09
C -2.756569 3.547750 1.730054 -0.06 0.04 -0.04 -0.08
C -3.442313 4.736723 1.520941 -0.02 -0.02 -0.02 -0.09
H -5.320681 5.639624 1.010800 0.00 0.01 0.00 0.10
H -6.492651 3.480432 0.760318 -0.01 0.00 -0.01 0.10
H -5.273872 1.362682 1.125687 -0.01 0.00 0.01 0.10
H -2.881108 1.406917 1.754130 0.01 0.00 0.02 0.11
H -1.710739 3.557518 2.000047 -0.05 0.02 0.03 0.08
H -2.928017 5.683448 1.626867 0.00 0.01 0.01 0.10